1.
The following is a DFT calculation (ωB97M-V with the def2-TZVPD basis set) of a single C2H3N3 molecule.

Structure (XYZ):
```
8
Properties=species:S:1:pos:R:3
H 2.03239 0.08021 0.58008
N 0.42323 -1.30953 0.63888
C -1.03991 -0.03241 -0.30129
C 1.00125 -0.17179 0.37199
H -1.95474 0.35624 -0.72258
N -0.87872 -1.22072 0.20984
H 0.29697 1.61709 -0.55293
N 0.11953 0.68091 -0.22399
```

Computed properties:
* calculated total energy: -6592.295 eV
* HOMO: -10.033 eV
* LUMO energy: 0.70 eV
* HOMO-LUMO gap: 10.74 eV
* net charge: 0
* energy relative to the best compared isomer or geometry (same formula, charge and spin): 27.1 kJ/mol

Now the Mulliken charges, all in e: H 0.376; N -0.358; C -0.057; C -0.055; H 0.378; N -0.357; H 0.184; N -0.110

---

2.
The following is a DFT calculation (ωB97M-V with the def2-TZVPD basis set) of a molecular structure, C22H22Cl2N5O5RuS3 at a distorted geometry.

Structure (XYZ):
```
60
Properties=species:S:1:pos:R:3
Cl -3.46742 -18.72397 6.37931
C -5.95464 -19.76703 5.97876
C -8.75681 -16.59762 6.96888
N -3.83368 -13.66671 0.27553
H -4.94658 -15.22213 4.93558
C -7.49897 -18.84962 4.30668
C -6.73835 -15.63216 5.95141
Ru -4.37155 -16.58977 1.92453
O -4.29470 -15.81704 -1.93264
H -5.81234 -20.42067 6.76826
H -9.17091 -16.21486 7.89198
C -8.73691 -18.71828 3.65843
C -5.20930 -13.62878 0.70577
H -7.69049 -16.75109 1.12211
H -5.70508 -11.99294 -0.63343
H -4.21562 -12.82331 -1.67162
O -7.40005 -15.24960 5.00472
H -8.12818 -11.84968 0.17106
H -8.78782 -13.46386 1.97300
H -7.18249 -14.99975 2.92753
N -1.64266 -13.68122 0.16619
O -4.96738 -18.14294 -1.93648
C -2.71824 -14.04940 0.94436
S -2.59016 -14.60697 2.57654
C -0.26527 -14.10068 0.47757
H -9.77347 -17.85437 1.97738
H -5.76506 -16.20231 8.25363
C -6.09076 -12.74242 0.06214
C -2.11314 -13.20646 -1.04760
H -9.61162 -19.14310 4.13081
Cl -8.51341 -20.64782 6.11838
C -7.82027 -13.51365 1.55216
C -4.95213 -18.87642 5.45386
N -6.51761 -17.38062 2.62567
O -5.51389 -16.75530 -0.02562
H -0.16211 -15.15155 0.76769
C -8.84838 -17.97876 2.53365
H 0.06507 -13.53075 1.40327
H -5.09556 -14.51042 6.47308
C -3.47024 -13.12190 -0.99751
H -8.83571 -17.67009 7.06848
C -5.29850 -15.45622 5.93484
S -4.55553 -17.00847 -1.15072
C -6.62262 -16.83291 8.10887
C -5.09380 -18.15380 4.27098
C -7.65929 -17.32478 2.04040
H -9.23926 -16.19143 6.05411
C -6.87238 -14.34175 2.12512
O -4.14301 -17.50702 3.74179
H -4.75447 -16.33135 6.25343
N -7.31463 -16.28908 6.97680
N -5.59735 -14.44150 1.74263
H -6.21096 -17.79932 7.92204
S -2.96182 -17.39453 0.09171
H -1.37450 -12.95157 -1.83571
H -7.36850 -16.87443 8.97865
C -7.39280 -12.66276 0.53284
C -6.42386 -18.15771 3.77410
H 0.39031 -13.87250 -0.29229
C -7.24177 -19.61381 5.42874
```

Computed properties:
* calculated total energy: -100990.899 eV
* HOMO (alpha / beta): -7.887 / -8.153 eV
* LUMO energy (alpha / beta): -0.27 / -1.40 eV
* expectation value of S²: 8.7642
* spin multiplicity: 6
* HOMO-LUMO gap (alpha / beta): 7.62 / 6.75 eV
* net charge: 0
* energy relative to the best compared isomer or geometry (same formula, charge and spin): 5.1 kJ/mol

Now the Mulliken charges, all in e: Cl -0.175; C -1.325; C -1.065; N 0.638; H -0.290; C 0.322; C 0.968; Ru 0.868; O -0.583; H 0.596; H 0.377; C -1.103; C 1.047; H 0.718; H 0.368; H 0.464; O -0.720; H 0.292; H 0.566; H 0.659; N 0.158; O -0.604; C -0.054; S -0.299; C -0.913; H 0.436; H 0.420; C -1.168; C -0.531; H 0.452; Cl -0.244; C -1.653; C 0.474; N 0.140; O -0.519; H 0.318; C -1.272; H 0.319; H 0.548; C -0.528; H 0.398; C -0.962; S 1.050; C -0.925; C 0.419; C -0.379; H 0.247; C -0.051; O -0.890; H 0.297; N 0.183; N 0.872; H 0.212; S -0.407; H 0.382; H 0.300; C -0.527; C -0.072; H 0.390; C 1.364

---

3.
The following is a DFT calculation (ωB97M-V with the def2-TZVPD basis set) of 2 unconnected molecules or ions with the total composition C4H12N2O at a distorted geometry.

Structure (XYZ):
```
19
Properties=species:S:1:pos:R:3
H 0.10682 -0.48046 3.78915
C 0.00586 -0.86414 -0.54848
N 1.87254 1.86941 -1.37542
H 1.08056 -0.90745 -0.33039
C -0.22275 0.59519 -0.96924
H 1.99886 2.82782 -1.49418
H -0.12990 0.71610 -2.09319
C 0.86247 1.56630 -0.31063
H -1.28893 0.88778 -0.78428
N -0.73867 -1.37498 0.63414
H 0.29463 2.49356 -0.07505
H -1.58966 -2.86759 -0.14797
H -0.15303 -1.52645 -1.40189
C -1.64183 -2.24037 0.66303
H -0.58049 -0.82398 2.30637
H 1.67113 1.23260 -2.14655
H -2.69488 -1.91544 0.86119
H 1.25165 1.02469 0.54883
O -0.10437 -0.21256 2.87455
```

Computed properties:
* calculated total energy: -9366.863 eV
* HOMO: -8.964 eV
* LUMO energy: 0.21 eV
* HOMO-LUMO gap: 9.18 eV
* net charge: 0
* energy relative to the best compared isomer or geometry (same formula, charge and spin): 417.9 kJ/mol

Now the Mulliken charges, all in e: H 0.295; C -0.825; N -0.520; H 0.403; C -0.608; H 0.210; H 0.331; C -0.374; H 0.326; N -0.229; H 0.281; H 0.357; H 0.403; C -0.522; H 0.444; H 0.212; H 0.273; H 0.228; O -0.683

---

4.
The following is a DFT calculation (ωB97M-V with the def2-TZVPD basis set) of a single C4H6INS molecule at a distorted geometry.

Structure (XYZ):
```
13
Properties=species:S:1:pos:R:3
C -0.28761 0.71889 -0.22088
C -0.22226 0.08929 1.17243
I -4.77394 -0.26164 0.00090
H -0.13244 0.96953 1.98086
S -1.66242 2.00140 -0.14179
H 0.64923 1.21883 -0.45552
N -1.95743 -0.83532 -1.12378
C -0.65250 -0.31881 -1.27922
H 0.63785 -0.49928 1.29754
H -0.61142 0.30330 -2.11078
C -2.86217 -0.08684 -0.70636
H -0.13575 -1.21574 -1.41485
H -1.11912 -0.60052 1.35889
```

Computed properties:
* calculated total energy: -24668.422 eV
* HOMO: -8.561 eV
* LUMO energy: -0.94 eV
* HOMO-LUMO gap: 7.62 eV
* net charge: 0
* energy relative to the best compared isomer or geometry (same formula, charge and spin): 196.4 kJ/mol

Now the Mulliken charges, all in e: C -0.235; C -1.038; I 0.222; H 0.263; S -0.179; H 0.392; N -0.356; C -0.430; H 0.381; H 0.347; C 0.000; H 0.392; H 0.242

---

5.
The following is a DFT calculation (ωB97M-V with the def2-TZVPD basis set) of a single C4H6N2 molecule at a distorted geometry.

Structure (XYZ):
```
12
Properties=species:S:1:pos:R:3
H 2.66608 -0.84321 0.01987
C -0.40114 -0.18587 0.16310
C 0.17397 1.08386 -0.07785
C -1.87653 -0.44894 0.19366
C 1.65468 -0.55533 -0.22476
H -2.39017 0.10595 0.98477
H 0.46932 1.56278 0.86439
N 1.44701 0.70296 -0.58043
N 0.53461 -1.17380 0.13680
H -2.11109 -1.51425 0.26437
H 2.11521 1.33843 -0.98878
H -2.28195 -0.07258 -0.75515
```

Computed properties:
* calculated total energy: -7223.107 eV
* HOMO: -8.100 eV
* LUMO energy: 0.70 eV
* HOMO-LUMO gap: 8.80 eV
* net charge: 0
* energy relative to the best compared isomer or geometry (same formula, charge and spin): 239.7 kJ/mol

Now the Mulliken charges, all in e: H 0.345; C 0.567; C -0.266; C -1.036; C -0.156; H 0.299; H 0.179; N -0.087; N -0.608; H 0.301; H 0.195; H 0.269

---

6.
The following is a DFT calculation (ωB97M-V with the def2-TZVPD basis set) of 6 unconnected molecules or ions with the total composition C43H61N2O13PS at a distorted geometry.

Structure (XYZ):
```
121
Properties=species:S:1:pos:R:3
C -2.94176 1.64283 -2.67431
O 3.55512 -0.62623 -2.35565
H 2.42119 4.98872 3.35325
H 0.52314 -2.58104 -0.03005
H 1.10953 -0.55128 0.95486
C 0.79371 8.44973 -3.06861
C -0.84047 1.57653 6.21204
H -0.59162 2.30601 6.98135
C 2.13449 0.86101 -5.03771
H 1.86025 3.50431 -3.69385
H -2.49606 -0.09470 -6.45428
C 0.80989 6.78877 1.83996
C 1.08327 -0.20415 -4.73554
H 0.51836 9.07693 -3.91457
H -1.69507 1.26092 -4.36467
C 1.39879 -0.84542 -3.53448
H 2.45811 3.92853 1.93126
H 0.28047 -0.25605 6.59084
H -0.17017 1.73846 5.36610
H -1.64667 1.27126 -0.90690
C -4.94277 0.05540 -4.52931
H -1.28575 -5.01668 -1.83874
C -3.39715 -0.16335 -4.44788
H -0.69722 -7.74887 2.97990
C 3.35127 -5.37052 6.22561
C -1.52141 -3.31256 -0.57953
H 0.68617 6.35840 -3.67826
C -2.55356 0.21472 5.31037
H -1.02684 0.60591 -2.41187
H -3.23110 2.00658 -4.76336
H -3.76007 -1.25893 -6.23703
C 1.98392 4.80530 2.36824
H 2.81664 -5.42060 7.17130
C -2.49054 3.12955 -2.59699
H -0.13254 1.64467 1.83156
H -2.39633 -0.18193 -1.65793
H -0.10817 8.26076 -2.48357
C -1.37969 -3.34793 -3.14491
H -3.04826 -1.47909 1.03504
H -2.43133 -3.05357 -3.08053
C -2.77028 1.20930 -4.16417
C -0.47936 -2.67017 0.38483
O -1.31258 5.76394 2.43265
C 3.67874 -6.83857 4.50066
C -0.04741 -0.58019 -5.39331
H -5.39703 0.12227 -3.54069
H -2.27739 -2.59697 -0.91130
C 0.26888 -7.26487 2.81939
H 2.60220 9.62859 -2.73920
C 0.48089 -7.21191 0.46725
H 0.91589 -5.21417 2.45205
C -2.28753 1.64411 5.73740
C 0.05852 -5.86682 2.26757
O 3.41609 -7.55805 3.58142
H 1.99986 5.69963 0.41464
C -2.14710 -0.90399 1.15320
C -0.88863 -3.99758 -1.83686
C 4.78832 -5.85242 6.34394
C -0.60646 0.71069 1.56793
H -2.97310 1.90292 6.54591
H 4.84837 -6.66361 7.07141
O 2.45118 1.39438 -6.06773
C -1.97322 0.38275 1.59752
C -0.49901 -2.22898 -3.68198
H -1.48045 3.23972 -2.19038
H -1.35659 -4.13189 -3.91629
C -1.94303 0.79897 -1.84297
H -1.05408 0.01760 7.72728
C -0.12827 5.68290 2.28341
C 2.06684 6.01599 1.45580
O 2.73232 -6.26194 5.28010
H -2.41189 2.32746 4.90159
C 2.67899 -0.19319 -3.05058
O -1.61602 -0.61228 5.84560
C 1.42735 7.13041 -3.48007
N -0.89858 -1.34310 0.87799
H -0.40206 -3.30386 1.27517
O 0.56742 -7.55126 -0.67623
H 2.98641 6.58241 1.57277
H -3.24376 -0.79574 -3.56660
H -0.32810 -0.08286 -6.31412
H 5.47898 -5.07135 6.65596
H 0.39183 7.33546 0.99866
O 2.23848 6.73557 -2.36091
O -1.99994 -1.92405 -5.50100
C -2.88722 -0.82869 -5.73904
H -5.43656 -0.65780 -5.19173
H 0.28035 1.95999 -3.26248
C 2.54768 7.82023 -1.60778
S 1.85207 2.53930 -1.10990
H 0.81049 -7.27689 3.76163
H 0.76306 -9.01080 1.61885
H 0.98383 7.46152 2.68153
C 5.05796 -6.39805 4.94493
H -0.83641 -5.39638 2.67190
H -5.09354 1.04224 -4.98725
C 1.86959 9.05338 -2.17128
O -0.09012 -6.03370 0.84288
O 0.57512 4.55380 2.53747
H 0.19316 -4.10154 -1.76572
H 3.28416 -4.35227 5.83648
H -2.04477 -4.08392 -0.00888
C -0.84338 -1.58012 -4.84491
H 2.07225 7.23365 -4.35585
O -3.45684 -0.17099 4.63409
H -2.48766 3.61512 -3.58187
H 5.74696 -7.23771 4.95763
H -2.75751 1.04868 1.93041
P 1.62815 2.28579 -3.01905
H 5.41564 -5.62347 4.26493
O 3.27926 7.77227 -0.66404
C 0.65459 -1.85048 -3.01061
H 0.97774 -2.31041 -2.09003
H 2.07906 -7.80845 1.74312
N 2.69737 1.11886 -3.69870
H 1.44629 9.66038 -1.37579
C 0.05149 -0.41222 1.10570
C 1.00226 -7.95256 1.67827
H -3.97313 1.51123 -2.34488
C -0.72937 0.13729 6.69038
H -3.18745 3.70508 -1.97934
```

Computed properties:
* calculated total energy: -95302.604 eV
* HOMO: -7.717 eV
* LUMO energy: -0.38 eV
* HOMO-LUMO gap: 7.34 eV
* net charge: 0

Atomic partial charges in e from the Mulliken method, atoms 1 to 99: C 0.746; O -0.534; H 0.278; H 0.295; H 0.434; C -0.577; C -0.357; H 0.344; C -0.046; H 0.047; H 0.190; C -0.350; C 0.227; H 0.344; H 0.176; C 0.456; H 0.328; H 0.322; H 0.147; H 0.569; C -1.573; H 0.490; C 1.451; H 0.319; C -0.432; C -0.968; H 0.273; C 0.611; H -0.495; H 0.583; H 0.473; C -0.512; H 0.303; C -1.701; H 0.804; H -0.016; H 0.272; C -1.057; H 0.539; H 0.279; C -1.161; C -0.896; O -0.614; C 0.463; C -0.693; H 0.337; H 0.623; C -0.494; H 0.290; C 0.438; H 0.276; C -0.428; C -0.444; O -0.540; H -0.112; C -0.333; C -1.203; C -0.498; C -0.866; H 0.300; H 0.264; O -0.521; C -1.092; C 1.443; H 0.248; H 0.444; C -0.364; H 0.267; C 0.513; C -0.096; O -0.322; H 0.237; C -0.434; O -0.364; C -0.363; N 0.627; H 0.432; O -0.599; H 0.414; H -0.473; H 0.559; H 0.327; H 0.187; O -0.293; O -0.577; C -0.909; H 0.459; H -0.010; C 0.528; S -0.298; H 0.207; H 0.333; H 0.289; C -0.450; H 0.375; H 0.353; C -0.463; O -0.203; O -0.321

---

Question: Which value of net charge does entry 1 give?
Answer: 0

---

Question: Which value of calculated total energy does entry 3 give?
Answer: -9366.863 eV

---

Question: calculated total energy of number 5 (C4H6N2)?
Answer: -7223.107 eV